(1)
Density functional theory data (wB97M-V/def2-TZVPD) for a single C3H3ClF2 molecule at a distorted geometry.

Last column: natural (NBO) charge in e.
Geometry (Å):
C: 0.3976 -0.3423 -2.1207  -0.705
C: 0.6170 -0.3969 -0.5995  0.285
F: 1.8822 -0.8525 -0.3524  -0.337
C: -0.0280 0.0140 0.5248  0.308
F: 0.4788 -0.1074 1.7360  -0.289
Cl: -1.6778 0.8276 0.4591  -0.055
H: 0.8435 -1.3485 -2.6244  0.253
H: 1.3297 0.4490 -2.1244  0.266
H: -0.8192 -0.1808 -2.3374  0.274

Summary:
Lowest unoccupied orbital energy: 0.704 eV
F_max: 0.0754 hartree/bohr
2S+1: 1
E_HOMO: -9.4 eV
ΔE to the lowest compared entry with this formula, charge and spin: 207.1 kJ/mol
SMILES: C/C(F)=C(/F)Cl


(2)
Density functional theory data (wB97M-V/def2-TZVPD) for a single C3H3ClFNO molecule at a distorted geometry.

Last column: natural (NBO) charge in e.
Geometry (Å):
O: -0.0374 1.9850 -1.2378  -0.557
N: -0.4985 0.6999 -1.6811  -0.103
C: -0.4575 -0.2075 -0.8170  -0.043
C: 0.1831 -0.1913 0.5347  0.324
F: 0.5716 1.0158 1.0012  -0.308
C: 0.1767 -1.1926 1.4778  -0.280
Cl: 1.2174 -1.2713 2.8196  0.050
H: -0.1553 2.5122 -2.1237  0.483
H: -0.7846 -1.2020 -1.2109  0.218
H: -0.2156 -2.1481 1.2372  0.215

Summary:
Lowest unoccupied orbital energy: 0.024 eV
F_max: 0.0626 hartree/bohr
2S+1: 1
E_HOMO: -9.2 eV
ΔE to the lowest compared entry with this formula, charge and spin: 266.7 kJ/mol
SMILES: O/N=C\C(F)=C\Cl